The following is a DFT calculation (the ωB97M-V functional and the def2-TZVPD basis) of 7 unconnected molecules or ions with the total composition C81H181F2NO7P5S2 at a distorted geometry.

Calculated values
**LUMO**: -4.6 eV
**Relative energy (zero: lowest compared OMol25 entry of this formula, charge and spin)**: 3.465 eV
**Net charge**: +3
**E**: -176277.3016 eV
**HOMO-LUMO gap**: 2.9 eV

Each atom is followed by the atoms it is bonded to, with distances in Å.
CARTESIAN COORDINATES (ANGSTROEM)
1 C 24.520 -15.612 22.931  C2 1.569, H18 1.090, H19 1.090, H20 1.090
2 C 25.503 -16.459 22.048  C1 1.569, C3 1.487, H21 1.090, H22 1.090
3 C 26.858 -15.847 21.992  C2 1.487, C4 1.487, H23 1.090, H24 1.090
4 C 27.566 -15.673 23.288  C3 1.487, P5 1.845, H25 1.090, H26 1.090
5 P 28.311 -17.053 24.261  C4 1.845, C6 1.803, C10 1.770, C14 1.858
6 C 30.083 -16.762 24.419  P5 1.803, C7 1.549, H27 1.090, H28 1.090
7 C 30.805 -16.982 23.066  C6 1.549, C8 1.550, H29 1.090, H30 1.090
8 C 32.351 -16.893 23.121  C7 1.550, C9 1.534, H31 1.090, H32 1.090
9 C 32.892 -16.319 21.806  C8 1.534, H33 1.090, H34 1.090, H35 1.090
10 C 27.851 -18.572 23.476  P5 1.770, C11 1.559, H36 1.090, H37 1.090
11 C 28.568 -19.841 24.028  C10 1.559, C12 1.594, H38 1.090, H39 1.090
12 C 27.644 -21.124 23.829  C11 1.594, C13 1.630, H40 1.090, H41 1.090
13 C 26.346 -21.120 24.815  C12 1.630, H42 1.090, H43 1.090, H44 1.090
14 C 27.219 -17.184 25.759  P5 1.858, C15 1.507, H45 1.090, H46 1.090
15 C 27.636 -18.090 26.888  C14 1.507, C16 1.576, H47 1.090, H48 1.090
16 C 27.327 -17.466 28.302  C15 1.576, C17 1.473, H49 1.090, H50 1.090
17 C 25.872 -17.322 28.488  C16 1.473, H51 1.090, H52 1.090, H53 1.090
18 H 23.506 -15.974 22.760  C1 1.090
19 H 24.493 -14.577 22.590  C1 1.090
20 H 24.636 -15.563 24.014  C1 1.090
21 H 24.985 -16.357 21.094  C2 1.090
22 H 25.484 -17.515 22.318  C2 1.090
23 H 26.931 -14.896 21.466  C3 1.090
24 H 27.419 -16.589 21.423  C3 1.090
25 H 27.051 -14.952 23.922  C4 1.090
26 H 28.455 -15.083 23.065  C4 1.090
27 H 30.560 -17.301 25.238  C6 1.090
28 H 30.223 -15.720 24.707  C6 1.090
29 H 30.358 -16.377 22.277  C7 1.090
30 H 30.540 -17.988 22.740  C7 1.090
31 H 32.665 -17.869 23.492  C8 1.090
32 H 32.744 -16.264 23.920  C8 1.090
33 H 33.936 -16.597 21.662  C9 1.090
34 H 32.923 -15.230 21.754  C9 1.090
35 H 32.499 -16.727 20.875  C9 1.090
36 H 28.274 -18.494 22.475  C10 1.090
37 H 26.766 -18.666 23.520  C10 1.090
38 H 28.733 -19.862 25.105  C11 1.090
39 H 29.543 -19.909 23.544  C11 1.090
40 H 28.262 -21.987 24.078  C12 1.090
41 H 27.406 -21.306 22.781  C12 1.090
42 H 25.592 -20.402 24.490  C13 1.090
43 H 26.648 -20.866 25.831  C13 1.090
44 H 25.846 -22.087 24.858  C13 1.090
45 H 26.209 -17.495 25.490  C14 1.090
46 H 27.037 -16.176 26.132  C14 1.090
47 H 28.669 -18.433 26.839  C15 1.090
48 H 26.987 -18.962 26.811  C15 1.090
49 H 27.919 -16.553 28.246  C16 1.090
50 H 27.892 -17.993 29.072  C16 1.090
51 H 25.665 -16.624 29.299  C17 1.090
52 H 25.413 -18.280 28.735  C17 1.090
53 H 25.343 -16.967 27.603  C17 1.090
54 C 16.948 -12.005 22.401  C55 1.561, H71 1.090, H72 1.090, H73 1.090
55 C 16.258 -10.620 22.191  C54 1.561, C56 1.479, H74 1.090, H75 1.090
56 C 15.019 -10.489 22.988  C55 1.479, C57 1.538, H76 1.090, H77 1.090
57 C 13.879 -11.479 22.690  C56 1.538, P58 1.855, H78 1.090, H79 1.090
58 P 12.418 -11.114 23.772  C57 1.855, C59 1.832, C63 1.866, C67 1.967
59 C 11.803 -9.405 23.535  P58 1.832, C60 1.530, H80 1.090, H81 1.090
60 C 10.343 -9.231 23.958  C59 1.530, C61 1.603, H82 1.090, H83 1.090
61 C 9.905 -7.703 23.754  C60 1.603, C62 1.461, H84 1.090, H85 1.090
62 C 8.596 -7.437 24.345  C61 1.461, H86 1.090, H87 1.090, H88 1.090
63 C 11.062 -12.348 23.425  P58 1.866, C64 1.486, H89 1.090, H90 1.090
64 C 11.558 -13.747 23.499  C63 1.486, C65 1.506, H91 1.090, H92 1.090
65 C 11.885 -14.405 22.184  C64 1.506, C66 1.505, H93 1.090, H94 1.090
66 C 11.330 -15.787 21.970  C65 1.505, H95 1.090, H96 1.090, H97 1.090
67 C 12.854 -11.423 25.665  P58 1.967, C68 1.527, H98 1.090, H99 1.090
68 C 14.002 -12.404 25.894  C67 1.527, C69 1.553, H100 1.090, H101 1.090
69 C 15.026 -11.901 26.948  C68 1.553, C70 1.568, H102 1.090, H103 1.090
70 C 14.271 -11.680 28.304  C69 1.568, H104 1.090, H105 1.090, H106 1.090
71 H 16.435 -12.883 22.007  C54 1.090
72 H 17.028 -12.201 23.470  C54 1.090
73 H 17.982 -12.120 22.075  C54 1.090
74 H 15.909 -10.566 21.159  C55 1.090
75 H 16.881 -9.764 22.448  C55 1.090
76 H 14.627 -9.472 22.971  C56 1.090
77 H 15.225 -10.604 24.052  C56 1.090
78 H 14.282 -12.490 22.626  C57 1.090
79 H 13.582 -11.235 21.670  C57 1.090
80 H 11.929 -9.153 22.482  C59 1.090
81 H 12.478 -8.718 24.046  C59 1.090
82 H 10.354 -9.533 25.006  C60 1.090
83 H 9.710 -9.936 23.418  C60 1.090
84 H 10.047 -7.398 22.717  C61 1.090
85 H 10.640 -7.052 24.228  C61 1.090
86 H 7.774 -8.135 24.182  C62 1.090
87 H 8.412 -6.446 23.930  C62 1.090
88 H 8.750 -7.540 25.419  C62 1.090
89 H 10.596 -12.159 22.458  C63 1.090
90 H 10.275 -12.158 24.154  C63 1.090
91 H 10.774 -14.342 23.967  C64 1.090
92 H 12.337 -14.018 24.211  C64 1.090
93 H 12.943 -14.330 21.934  C65 1.090
94 H 11.224 -13.879 21.494  C65 1.090
95 H 10.245 -15.872 22.032  C66 1.090
96 H 11.710 -16.681 22.465  C66 1.090
97 H 11.473 -16.011 20.913  C66 1.090
98 H 11.892 -11.561 26.158  C67 1.090
99 H 13.146 -10.398 25.891  C67 1.090
100 H 14.561 -12.531 24.967  C68 1.090
101 H 13.511 -13.359 26.084  C68 1.090
102 H 15.437 -10.954 26.597  C69 1.090
103 H 15.848 -12.555 27.239  C69 1.090
104 H 13.956 -12.624 28.747  C70 1.090
105 H 13.458 -10.979 28.113  C70 1.090
106 H 14.990 -11.174 28.948  C70 1.090
107 C 15.358 -26.236 26.213  C108 1.534, H124 1.090, H125 1.090, H126 1.090
108 C 16.029 -25.471 25.065  C107 1.534, C109 1.512, H127 1.090, H128 1.090
109 C 15.175 -24.275 24.708  C108 1.512, C110 1.585, H129 1.090, H130 1.090
110 C 13.772 -24.828 24.219  C109 1.585, P111 1.847, H131 1.090, H132 1.090
111 P 12.634 -23.644 23.374  C110 1.847, C112 1.805, C116 1.776, C120 1.789
112 C 11.058 -24.393 22.914  P111 1.805, C113 1.557, H133 1.090, H134 1.090
113 C 9.999 -23.449 22.272  C112 1.557, C114 1.474, H135 1.090, H136 1.090
114 C 10.020 -23.384 20.800  C113 1.474, C115 1.620, H137 1.090, H138 1.090
115 C 8.687 -22.598 20.319  C114 1.620, H139 1.090, H140 1.090, H141 1.090
116 C 12.387 -22.215 24.400  P111 1.776, C117 1.582, H142 1.090, H143 1.090
117 C 11.737 -22.415 25.828  C116 1.582, C118 1.523, H144 1.090, H145 1.090
118 C 12.087 -21.209 26.690  C117 1.523, C119 1.548, H146 1.090, H147 1.090
119 C 11.393 -19.904 26.228  C118 1.548, H148 1.090, H149 1.090, H150 1.090
120 C 13.427 -23.130 21.855  P111 1.789, C121 1.543, H151 1.090, H152 1.090
121 C 13.895 -24.217 20.866  C120 1.543, C122 1.590, H153 1.090, H154 1.090
122 C 14.693 -23.640 19.619  C121 1.590, C123 1.626, H155 1.090, H156 1.090
123 C 15.199 -24.852 18.661  C122 1.626, H157 1.090, H158 1.090, H159 1.090
124 H 14.474 -26.779 25.877  C107 1.090
125 H 14.908 -25.541 26.922  C107 1.090
126 H 15.961 -26.965 26.754  C107 1.090
127 H 16.162 -26.106 24.190  C108 1.090
128 H 16.947 -25.106 25.525  C108 1.090
129 H 15.681 -23.627 23.993  C109 1.090
130 H 15.119 -23.588 25.552  C109 1.090
131 H 13.349 -25.201 25.152  C110 1.090
132 H 13.812 -25.695 23.560  C110 1.090
133 H 10.636 -24.772 23.845  C112 1.090
134 H 11.407 -25.260 22.352  C112 1.090
135 H 10.096 -22.444 22.683  C113 1.090
136 H 9.043 -23.873 22.580  C113 1.090
137 H 10.292 -24.329 20.330  C114 1.090
138 H 10.720 -22.647 20.407  C114 1.090
139 H 8.660 -22.575 19.230  C115 1.090
140 H 8.550 -21.589 20.706  C115 1.090
141 H 7.847 -23.227 20.615  C115 1.090
142 H 11.773 -21.498 23.855  C116 1.090
143 H 13.359 -21.748 24.553  C116 1.090
144 H 12.147 -23.348 26.214  C117 1.090
145 H 10.660 -22.585 25.798  C117 1.090
146 H 13.173 -21.175 26.781  C118 1.090
147 H 11.634 -21.464 27.648  C118 1.090
148 H 10.306 -19.903 26.312  C119 1.090
149 H 11.677 -19.696 25.196  C119 1.090
150 H 11.709 -19.018 26.778  C119 1.090
151 H 14.315 -22.607 22.210  C120 1.090
152 H 12.754 -22.394 21.414  C120 1.090
153 H 12.990 -24.776 20.629  C121 1.090
154 H 14.491 -24.933 21.432  C121 1.090
155 H 15.606 -23.152 19.960  C122 1.090
156 H 14.078 -22.981 19.006  C122 1.090
157 H 14.483 -25.022 17.857  C123 1.090
158 H 15.401 -25.768 19.215  C123 1.090
159 H 16.174 -24.517 18.305  C123 1.090
160 C 20.903 -15.361 28.761  C161 1.562, H177 1.090, H178 1.090, H179 1.090
161 C 21.311 -14.576 27.473  C160 1.562, C162 1.593, H180 1.090, H181 1.090
162 C 22.141 -13.249 27.766  C161 1.593, C163 1.560, H182 1.090, H183 1.090
163 C 21.345 -12.198 28.600  C162 1.560, P164 1.783, H184 1.090, H185 1.090
164 P 22.150 -10.710 29.162  C163 1.783, C165 1.851, C169 1.802, C173 1.730
165 C 23.923 -11.049 29.572  P164 1.851, C166 1.580, H186 1.090, H187 1.090
166 C 24.141 -12.090 30.741  C165 1.580, C167 1.496, H188 1.090, H189 1.090
167 C 25.588 -12.192 31.104  C166 1.496, C168 1.500, H190 1.090, H191 1.090
168 C 25.996 -12.944 32.336  C167 1.500, H192 1.090, H193 1.090, H194 1.090
169 C 21.284 -10.194 30.655  P164 1.802, C170 1.569, H195 1.090, H196 1.090
170 C 19.755 -9.993 30.362  C169 1.569, C171 1.554, H197 1.090, H198 1.090
171 C 19.272 -8.517 30.326  C170 1.554, C172 1.629, H199 1.090, H200 1.090
172 C 19.332 -7.715 31.742  C171 1.629, H201 1.090, H202 1.090, H203 1.090
173 C 22.141 -9.450 27.978  P164 1.730, C174 1.522, H204 1.090, H205 1.090
174 C 20.998 -9.429 26.973  C173 1.522, C175 1.615, H206 1.090, H207 1.090
175 C 21.142 -8.183 25.955  C174 1.615, C176 1.569, H208 1.090, H209 1.090
176 C 21.883 -8.623 24.643  C175 1.569, H210 1.090, H211 1.090, H212 1.090
177 H 21.745 -15.712 29.357  C160 1.090
178 H 20.140 -16.111 28.552  C160 1.090
179 H 20.465 -14.580 29.383  C160 1.090
180 H 20.400 -14.380 26.907  C161 1.090
181 H 21.950 -15.189 26.838  C161 1.090
182 H 22.450 -12.771 26.837  C162 1.090
183 H 23.076 -13.361 28.315  C162 1.090
184 H 20.780 -12.441 29.500  C163 1.090
185 H 20.586 -11.935 27.863  C163 1.090
186 H 24.474 -10.133 29.785  C165 1.090
187 H 24.341 -11.415 28.634  C165 1.090
188 H 23.775 -13.091 30.514  C166 1.090
189 H 23.523 -11.794 31.589  C166 1.090
190 H 25.926 -11.155 31.123  C167 1.090
191 H 26.023 -12.692 30.239  C167 1.090
192 H 27.006 -12.624 32.593  C168 1.090
193 H 25.843 -14.014 32.195  C168 1.090
194 H 25.319 -12.766 33.171  C168 1.090
195 H 21.845 -9.283 30.859  C169 1.090
196 H 21.469 -11.029 31.332  C169 1.090
197 H 19.274 -10.485 31.207  C170 1.090
198 H 19.260 -10.439 29.499  C170 1.090
199 H 18.217 -8.576 30.060  C171 1.090
200 H 19.766 -7.926 29.554  C171 1.090
201 H 18.892 -8.180 32.623  C172 1.090
202 H 18.957 -6.695 31.660  C172 1.090
203 H 20.376 -7.598 32.034  C172 1.090
204 H 23.113 -9.514 27.488  C173 1.090
205 H 22.215 -8.453 28.413  C173 1.090
206 H 20.051 -9.468 27.510  C174 1.090
207 H 20.995 -10.326 26.354  C174 1.090
208 H 21.667 -7.349 26.420  C175 1.090
209 H 20.115 -7.837 25.840  C175 1.090
210 H 22.816 -9.142 24.859  C176 1.090
211 H 22.200 -7.757 24.063  C176 1.090
212 H 21.295 -9.316 24.040  C176 1.090
213 C 23.855 -17.895 8.995  C214 1.525, H230 1.090, H231 1.090, H232 1.090
214 C 23.340 -18.638 10.223  C213 1.525, C215 1.574, H233 1.090, H234 1.090
215 C 24.252 -18.315 11.464  C214 1.574, C216 1.501, H235 1.090, H236 1.090
216 C 23.904 -19.121 12.682  C215 1.501, P217 1.816, H237 1.090, H238 1.090
217 P 24.990 -18.876 14.116  C216 1.816, C218 1.868, C222 1.800, C226 1.810
218 C 26.752 -19.133 13.548  P217 1.868, C219 1.564, H239 1.090, H240 1.090
219 C 27.279 -20.565 13.206  C218 1.564, C220 1.538, H241 1.090, H242 1.090
220 C 27.849 -21.243 14.464  C219 1.538, C221 1.546, H243 1.090, H244 1.090
221 C 28.809 -22.439 14.265  C220 1.546, H245 1.090, H246 1.090, H247 1.090
222 C 24.630 -20.232 15.245  P217 1.800, C223 1.521, H248 1.090, H249 1.090
223 C 23.271 -20.453 15.892  C222 1.521, C224 1.579, H250 1.090, H251 1.090
224 C 22.997 -19.669 17.235  C223 1.579, C225 1.554, H252 1.090, H253 1.090
225 C 22.519 -20.547 18.426  C224 1.554, H254 1.090, H255 1.090, H256 1.090
226 C 24.780 -17.278 14.938  P217 1.810, C227 1.614, H257 1.090, H258 1.090
227 C 25.408 -15.978 14.216  C226 1.614, C228 1.505, H259 1.090, H260 1.090
228 C 25.877 -14.937 15.197  C227 1.505, C229 1.599, H261 1.090, H262 1.090
229 C 24.605 -14.387 15.996  C228 1.599, H263 1.090, H264 1.090, H265 1.090
230 H 23.620 -16.833 9.062  C213 1.090
231 H 23.305 -18.141 8.087  C213 1.090
232 H 24.938 -18.014 8.974  C213 1.090
233 H 23.342 -19.718 10.082  C214 1.090
234 H 22.280 -18.416 10.351  C214 1.090
235 H 24.196 -17.248 11.680  C215 1.090
236 H 25.279 -18.413 11.115  C215 1.090
237 H 23.767 -20.187 12.498  C216 1.090
238 H 22.936 -18.748 13.018  C216 1.090
239 H 27.253 -18.804 14.459  C218 1.090
240 H 26.890 -18.438 12.720  C218 1.090
241 H 28.079 -20.533 12.466  C219 1.090
242 H 26.468 -21.134 12.753  C219 1.090
243 H 27.082 -21.721 15.074  C220 1.090
244 H 28.277 -20.557 15.195  C220 1.090
245 H 28.208 -23.346 14.327  C221 1.090
246 H 29.595 -22.417 15.020  C221 1.090
247 H 29.395 -22.442 13.346  C221 1.090
248 H 25.384 -20.246 16.032  C222 1.090
249 H 24.858 -20.950 14.458  C222 1.090
250 H 23.330 -21.468 16.283  C223 1.090
251 H 22.482 -20.512 15.142  C223 1.090
252 H 22.339 -18.811 17.098  C224 1.090
253 H 23.923 -19.213 17.587  C224 1.090
254 H 22.220 -19.943 19.282  C225 1.090
255 H 23.218 -21.265 18.855  C225 1.090
256 H 21.668 -21.104 18.034  C225 1.090
257 H 25.265 -17.529 15.882  C226 1.090
258 H 23.703 -17.110 14.950  C226 1.090
259 H 24.811 -15.498 13.441  C227 1.090
260 H 26.307 -16.293 13.686  C227 1.090
261 H 26.503 -14.149 14.780  C228 1.090
262 H 26.538 -15.508 15.849  C228 1.090
263 H 23.671 -14.437 15.436  C229 1.090
264 H 24.762 -13.369 16.351  C229 1.090
265 H 24.347 -15.000 16.860  C229 1.090
266 O 14.672 -18.986 20.055  C267 1.310, H270 0.960
267 C 14.950 -18.030 19.202  O266 1.310, O268 1.269, O269 1.253
268 O 14.412 -17.929 18.057  C267 1.269
269 O 15.781 -17.111 19.389  C267 1.253
270 H 15.316 -18.785 20.738  O266 0.960
271 N 16.371 -19.003 23.581  S272 1.467, S276 1.695
272 S 16.480 -18.064 24.703  N271 1.467, O273 1.467, O274 1.450, F275 1.640, S276 2.378
273 O 16.759 -16.694 24.260  S272 1.467
274 O 17.017 -18.583 25.945  S272 1.450
275 F 14.868 -18.093 24.997  S272 1.640
276 S 18.018 -19.384 23.458  N271 1.695, S272 2.378, O277 1.457, O278 1.478, F279 1.601
277 O 18.454 -20.709 23.881  S276 1.457
278 O 19.075 -18.352 23.506  S276 1.478
279 F 17.979 -19.450 21.859  S276 1.601